Molecular formula: C6H27N2O5
Method: DFT, the ωB97M-V functional and the def2-TZVPD basis

For the LUMO energy, the calculation gives -2.638 eV. The orbital gap comes out at 9.65 eV. The strongest force on any atom is 2.18 eV/Å. For the relative energy (zero: lowest compared OMol25 entry of this formula, charge and spin), the calculation gives 136.85 kJ/mol. As for the HOMO energy: -0.4516 Ha. As for the total charge: +1.

```
40
C6H27N2O5, DFT the ωB97M-V functional and the def2-TZVPD basis
N -2.040 -0.908 0.240
C -0.560 -0.845 -0.166
C -0.546 -0.695 -1.710
C -1.196 0.546 -2.283
C 0.882 -0.901 -2.217
C 0.182 0.230 0.675
N 1.611 -0.072 0.695
C 2.196 0.010 2.010
H -2.304 0.088 0.423
H -1.997 -1.391 1.153
H -2.672 -1.450 -0.341
H -0.169 -1.820 0.115
H -1.108 -1.571 -2.041
H -0.522 1.405 -2.112
H -2.118 0.785 -1.753
H -1.387 0.473 -3.336
H 1.328 -1.771 -1.753
H 1.496 -0.017 -2.084
H 0.970 -1.018 -3.293
H -0.076 1.248 0.378
H -0.225 0.152 1.696
H 1.835 -0.977 0.280
H 2.264 1.022 2.419
H 1.614 -0.467 2.827
H 3.210 -0.395 2.017
H 2.265 -2.813 1.349
H 2.148 -4.022 0.506
O 1.646 -3.240 0.749
H -0.949 -3.220 2.291
H -0.637 -2.324 3.354
O -1.135 -2.295 2.527
H -0.659 4.220 0.386
H -0.558 4.071 -1.136
O -1.173 4.064 -0.409
H -2.569 2.689 1.187
H -1.834 2.299 -0.099
O -2.210 1.926 0.724
H 2.247 2.730 -1.286
H 1.447 1.657 -0.884
O 1.302 2.594 -1.096
```

Molecular formula: C26H29As2NO8S2Ta
Method: DFT, the ωB97M-V functional and the def2-TZVPD basis

For the LUMO energy (spin up / spin down), the calculation gives -10.631 / -10.631 eV. The orbital gap (spin up / spin down) comes out at 6.27 / 6.27 eV. The strongest force on any atom is 2.82 eV/Å. For the relative energy (zero: lowest compared OMol25 entry of this formula, charge and spin), the calculation gives 0.00 kJ/mol. As for the HOMO energy (spin up / spin down): -0.6211 / -0.6211 Ha. As for the total charge: +3.

```
69
C26H29As2NO8S2Ta, DFT the ωB97M-V functional and the def2-TZVPD basis
Ta 12.497 12.593 8.828
S 14.104 13.664 10.239
C 14.940 14.704 9.033
C 16.205 15.231 9.251
C 16.700 16.219 8.424
C 15.952 16.517 7.292
C 14.758 15.884 6.974
C 14.222 14.977 7.878
S 12.548 14.441 7.431
H 16.829 15.004 10.139
H 17.689 16.702 8.505
H 16.269 17.305 6.671
H 14.282 16.074 6.011
N 10.343 12.943 8.336
C 9.782 11.618 8.125
C 9.752 11.106 6.846
C 9.186 9.781 6.590
C 8.555 9.154 7.641
C 8.444 9.795 8.876
C 9.132 10.979 9.176
H 10.139 13.601 7.579
H 9.928 13.428 9.145
H 10.263 11.634 6.061
H 9.177 9.374 5.574
H 8.014 8.232 7.603
H 7.823 9.380 9.709
H 9.075 11.445 10.168
C 11.078 13.664 13.067
O 11.516 12.295 12.830
C 11.771 11.884 11.625
O 11.421 12.570 10.606
C 12.438 10.618 11.452
C 13.424 10.267 12.269
As 14.914 8.854 11.996
C 14.048 7.240 11.363
C 15.095 9.594 10.152
C 14.166 9.748 9.226
As 12.325 9.979 9.641
C 11.397 8.366 9.409
C 14.533 10.475 7.994
O 13.889 11.574 7.754
O 15.456 10.093 7.182
C 15.737 10.608 5.816
C 16.600 9.774 9.902
O 17.282 8.803 9.938
O 16.830 11.023 9.546
C 18.256 11.308 9.151
C 13.603 10.933 13.543
O 13.054 10.450 14.460
O 14.393 12.031 13.519
C 14.600 12.799 14.765
H 10.241 13.591 13.755
H 10.734 14.137 12.147
H 11.926 14.265 13.513
H 14.641 6.474 11.838
H 14.160 7.150 10.322
H 13.048 7.216 11.681
H 12.175 7.580 9.160
H 10.617 8.574 8.710
H 11.020 8.078 10.399
H 15.184 11.543 5.589
H 15.288 9.815 5.223
H 16.835 10.685 5.694
H 18.166 12.217 8.460
H 18.778 10.461 8.689
H 18.781 11.576 10.055
H 13.613 13.031 15.210
H 14.971 13.742 14.429
H 15.282 12.290 15.421
```